The following is a quantum chemistry calculation of a structure of composition C27H29AuN2O3S2Si, from the Open Molecules 2025 dataset.

For the molar mass, the calculation gives 718.727 g/mol. Its spin multiplicity is 1. Its HOMO-LUMO gap is 7.61 eV. As for the total charge: 0. As for the energy above the lowest of the compared OMol25 structures with the same formula, charge and spin: 11.9 kcal per mole.

```
65
Properties=species:S:1:pos:R:3:forces:R:3
C -1.2948 3.9030 -0.0228 -0.001 0.002 -0.005
N 2.8616 0.1901 -1.1417 0.000 -0.003 0.024
N 0.3754 1.1603 -1.9342 -0.049 0.006 0.055
H -0.3388 5.5589 0.9352 0.000 0.000 0.000
H 2.0653 -3.7854 1.7403 0.017 -0.001 0.004
H 2.7186 -4.2842 -2.4553 0.003 -0.013 -0.022
H 2.3459 -5.4206 1.1213 -0.013 -0.003 0.013
Au -0.5956 -0.4948 -1.2428 -0.008 0.007 -0.066
C -4.0004 3.1078 2.5824 0.002 -0.003 0.005
C 1.2248 3.1517 -0.8406 0.001 -0.002 0.005
C 3.7504 -1.9301 -0.3968 0.008 0.014 0.065
C 1.0687 4.3029 -0.0884 -0.002 -0.001 0.000
C -2.3274 0.5820 -1.3508 0.024 -0.005 -0.002
C -3.4045 1.7630 2.2690 0.004 0.002 0.000
C -4.6683 0.5683 -1.9217 0.002 -0.002 0.002
C 2.1816 -4.3787 0.8326 0.000 0.022 -0.035
H 5.2817 -3.8919 1.6731 0.007 -0.009 -0.001
H 5.7029 -1.8178 0.4795 0.000 -0.004 -0.003
C -1.4897 0.3029 2.0725 -0.002 -0.001 -0.002
H -5.5570 0.0196 -2.2066 0.000 0.000 0.000
O -0.2496 -2.2527 1.5225 -0.011 0.002 0.002
H -3.2278 3.8325 2.8391 -0.001 0.000 0.002
H -1.3939 2.3342 2.7429 0.000 0.000 0.000
H -2.2784 4.1859 0.3279 -0.001 0.000 -0.001
C 5.2007 -4.3493 0.6840 0.004 -0.004 -0.001
C -2.3170 -0.7115 1.6211 0.003 -0.002 0.002
C -2.3621 1.9642 -1.1802 0.004 -0.004 -0.006
C -1.1644 2.7453 -0.7912 -0.008 0.014 0.004
H -3.6093 3.7113 -1.3008 0.000 0.000 0.001
C -4.7162 1.9445 -1.7549 0.000 0.002 0.001
S 1.2904 -1.9380 -1.5684 -0.011 0.041 0.030
C -4.2213 0.7174 1.8377 -0.001 0.002 0.001
H -4.3178 -1.3276 1.1760 0.001 0.001 -0.001
C 3.6065 -4.5920 -1.9031 -0.003 -0.007 0.019
C 4.8945 -1.2628 0.0197 -0.017 -0.008 -0.030
H -0.4259 0.1221 2.1594 0.002 0.000 0.003
H -3.4411 -1.1847 -1.8333 0.000 0.002 -0.002
H 1.9326 4.8986 0.1739 0.000 0.000 0.000
H 3.5975 -5.6823 -1.8316 0.008 0.003 0.021
H 1.2415 -4.3109 0.2882 0.004 0.001 0.011
H 6.1098 -4.1213 0.1235 -0.009 0.008 -0.008
H 4.0339 1.8632 -0.8643 0.001 -0.002 -0.004
H 0.1493 1.2815 -2.9187 -0.001 0.004 -0.002
H -4.5619 3.4899 1.7266 0.002 0.001 -0.001
C -3.5728 2.6329 -1.3918 -0.002 -0.003 0.000
Si 3.6291 -3.8176 -0.1975 0.010 -0.033 -0.023
C 3.9775 0.7898 -0.7187 0.020 0.002 0.017
S -1.6024 -2.2245 1.0438 -0.016 0.002 0.016
C -3.6876 -0.5172 1.5185 -0.001 -0.006 0.003
C 2.7412 -1.1334 -0.9792 -0.012 -0.024 -0.050
H -4.6936 3.0446 3.4230 -0.002 0.000 -0.003
C -0.2004 4.6731 0.3293 0.002 -0.001 -0.001
H 1.3909 0.8996 -1.8210 0.027 0.000 -0.036
O -2.4901 -3.3050 1.3469 -0.006 0.001 0.000
O -1.6363 -2.0460 -0.4972 0.031 -0.004 0.004
H 5.9089 0.6426 0.1873 -0.001 -0.001 0.003
C 5.0231 0.1135 -0.1347 -0.007 0.012 -0.008
H 5.1696 -5.4317 0.8296 0.008 -0.003 0.000
H 4.4862 -4.2993 -2.4805 0.005 0.002 0.007
H -5.2885 0.8805 1.7408 0.000 -0.001 0.000
H -5.6396 2.4843 -1.9205 0.000 0.000 0.000
C 0.1237 2.3779 -1.1747 0.004 -0.009 -0.008
C -2.0398 1.5352 2.3977 -0.002 0.000 -0.002
C -3.4742 -0.1085 -1.7240 -0.010 0.003 0.000
H 2.2049 2.8454 -1.1772 -0.004 0.003 0.005
```
Positions in Å, forces in eV/Å.

natural (NBO) population analysis, charges in e, atoms 1 to 2: C -0.198; N -0.543

The following is a quantum chemistry calculation of a structure of composition C27H29N3NaOPSbSe2, from the Open Molecules 2025 dataset.

For the molar mass, the calculation gives 745.193 g/mol. Its spin multiplicity is 1. Its HOMO-LUMO gap is 7.12 eV. As for the total charge: -1. As for the energy above the lowest of the compared OMol25 structures with the same formula, charge and spin: 0.0 kcal per mole.

```
65
Properties=species:S:1:pos:R:3:forces:R:3
C -0.6193 2.0059 2.4436 -0.008 0.054 -0.038
N -1.8678 -0.9518 -0.6965 -0.113 -0.061 -0.002
C 0.0817 -3.5494 1.5729 0.006 0.011 0.024
C 2.2950 -4.9601 -0.1466 -0.009 0.004 -0.033
H -1.6422 -0.4096 1.2737 0.016 -0.002 -0.012
H -0.9005 -3.0813 1.6291 0.005 0.008 0.011
H -3.5316 3.6326 3.0454 0.001 -0.001 -0.002
C 3.5758 4.8749 3.7352 0.012 0.014 0.005
C -3.7999 -2.2243 -1.2537 -0.015 0.004 0.022
C 1.9474 3.1851 2.2388 -0.034 -0.036 0.022
H -4.3747 -2.7336 -2.0179 0.006 0.003 -0.006
C -0.6216 -0.5712 -4.4533 -0.038 -0.036 0.166
C 3.1284 1.4068 -4.8819 -0.009 -0.004 -0.056
H -2.9437 -1.0062 -3.6316 -0.015 -0.004 0.005
C -0.6651 -4.7171 -1.2547 -0.020 0.027 -0.036
P 0.8285 2.0644 1.3073 -0.003 0.053 -0.025
H 0.7565 -3.0209 2.2461 -0.021 0.008 0.008
H -1.8447 0.2665 5.0833 0.007 -0.001 -0.004
H -3.6620 1.9270 4.8338 0.002 0.000 0.000
H -5.1421 -2.6993 0.3479 0.001 0.001 0.002
H -3.7445 -1.4808 2.0435 0.016 0.010 0.004
H 2.5375 1.6506 3.6120 0.007 0.001 0.005
H 3.9665 3.1557 4.9617 -0.001 -0.001 -0.003
C -1.7876 1.0220 4.3089 0.018 -0.011 -0.005
C 1.1757 0.4565 -5.8695 -0.024 -0.020 0.006
Na 0.2349 0.0065 -1.4408 0.072 0.016 -0.052
C -3.4528 -1.5326 1.0031 -0.028 -0.023 -0.018
N 1.4486 0.4102 -3.5016 -0.021 0.016 -0.045
H 2.6979 -5.2738 -1.1100 0.009 0.004 0.008
C 2.3889 1.1008 -6.0168 0.016 0.007 0.036
Sb 0.8267 -3.3975 -0.4376 0.019 -0.027 -0.023
H 0.5374 0.2037 -6.7038 -0.002 -0.001 0.002
C -1.6445 2.9374 2.3066 -0.009 -0.034 0.023
H 4.0785 1.9205 -4.9452 0.000 -0.002 0.011
H 2.7544 1.3700 -7.0009 -0.001 -0.001 -0.001
H -2.2499 -2.5920 -3.4430 -0.009 -0.005 0.014
H -0.7150 -5.6498 -0.6916 0.024 0.013 0.023
C 2.6098 1.0445 -3.6509 0.005 -0.007 0.038
H 0.0880 0.3052 3.5317 -0.002 0.000 -0.001
H 4.2126 5.5316 4.3156 -0.002 0.000 -0.002
Se 0.2592 2.9465 -0.5578 -0.035 0.032 0.006
C -2.6137 -1.5760 -1.6110 0.008 0.019 0.021
H 0.0035 -4.5960 1.8709 0.003 -0.003 -0.019
C -2.1824 -1.5602 -3.0608 0.053 0.014 -0.036
C -2.8070 1.9531 4.1689 -0.010 0.012 -0.006
C 2.0905 4.5181 1.8762 -0.002 0.003 0.022
C 0.7327 0.1191 -4.5917 0.106 0.029 -0.111
C -2.2863 -0.9309 0.5728 -0.008 0.007 0.021
H -1.5927 3.6609 1.5024 0.001 0.004 -0.001
C 2.6291 2.6983 3.3519 0.013 0.037 -0.007
N -0.8764 -0.9994 -3.2357 0.005 0.099 -0.016
Se 1.7036 0.1085 1.2050 0.063 -0.131 0.042
H 3.1430 1.2793 -2.7353 -0.011 0.000 0.004
H 3.0181 6.3974 2.3312 -0.003 -0.001 -0.004
C 3.4371 3.5413 4.0988 -0.011 -0.023 -0.005
O -1.3319 -0.6338 -5.4816 0.000 -0.070 0.019
C -4.2232 -2.2030 0.0592 0.012 0.007 -0.009
H 1.8483 -5.8217 0.3514 -0.024 0.014 0.001
H 3.1147 -4.5798 0.4635 -0.001 -0.001 -0.005
H 1.5671 4.8810 1.0001 0.007 0.006 -0.004
C 2.9054 5.3604 2.6229 -0.010 -0.011 -0.007
C -0.6971 1.0475 3.4493 -0.017 0.004 0.022
H -1.6331 -4.2163 -1.2110 0.001 -0.018 -0.003
C -2.7333 2.9108 3.1666 0.009 -0.006 -0.002
H -0.4365 -4.9319 -2.2986 -0.008 0.000 0.007
```
Positions in Å, forces in eV/Å.

natural (NBO) population analysis, charges in e, atoms 1 to 2: C -0.406; N -0.487

The following is a quantum chemistry calculation of a structure of composition C27H29NO4P2Pb in a non-equilibrium geometry, from the Open Molecules 2025 dataset.

For the molar mass, the calculation gives 700.680 g/mol. Its spin multiplicity is 1. Its HOMO-LUMO gap (spin up / spin down) is 5.18 / 5.80 eV. As for the total charge: +2. As for the energy above the lowest of the compared OMol25 structures with the same formula, charge and spin: 25.2 kcal per mole.

```
64
Properties=species:S:1:pos:R:3:forces:R:3
C 1.9330 -1.6340 -2.4516 0.119 -0.135 -0.138
H -1.0418 4.6607 -4.7129 0.149 -0.119 0.028
C 1.8515 1.1449 5.2296 0.386 -0.140 -0.611
H -4.7241 0.1568 -0.3481 0.109 -0.726 0.307
C 1.4351 -3.1020 0.8257 -0.015 0.209 0.250
P -2.4988 0.7456 -0.6570 0.791 0.141 0.149
C 2.8630 0.2516 4.8197 -0.443 0.203 -0.521
C -1.2830 1.7575 -2.9853 -0.042 -0.159 -0.125
H -3.6519 2.7809 -0.6272 0.322 0.269 0.517
H -3.3514 1.0528 -2.7753 0.392 -0.117 -0.439
H 3.2928 -3.2393 -2.7761 0.183 0.297 -0.103
H 5.1097 -1.7632 -3.6574 -0.119 0.102 0.008
C 1.5514 1.8523 2.9638 -0.258 -0.360 0.087
C 2.7947 0.6297 -2.9793 0.046 -0.158 -0.516
H -2.0653 -3.0020 -0.9341 0.502 -0.291 0.406
C 1.7370 -0.2323 -2.6131 -0.140 0.197 0.445
C 4.0026 0.0729 -3.3926 0.091 0.189 -0.053
C 1.1917 1.9479 4.3037 0.382 -0.432 -0.305
C -0.4985 -0.2011 2.2444 -1.306 -1.411 7.950
C -1.3527 -3.3085 -0.1393 -0.106 0.148 0.159
C 1.0821 2.4356 -3.2577 -0.266 -0.315 -0.496
P 0.1917 -2.3320 -0.2693 0.524 -0.926 -0.671
H -2.7467 3.0774 -3.8008 0.478 0.138 -0.056
Pb -0.0595 0.2523 0.0796 1.832 0.933 -2.332
C 3.0806 0.8722 1.1238 1.229 -0.045 0.427
H 4.7900 0.7406 -3.7960 -0.464 -0.631 0.446
C 0.1102 1.4798 -2.8919 0.028 0.475 0.578
H 3.1891 2.6442 -3.6121 -0.084 -0.022 0.416
C 2.5612 0.9734 2.5323 -0.084 0.141 -0.082
C 2.5174 2.1123 -2.9237 0.095 -0.086 -0.275
H 0.3826 2.6290 4.5500 0.196 -0.077 0.211
H 1.5725 1.2284 6.2622 0.051 -0.064 0.356
O 2.1271 0.8480 0.1965 0.447 0.222 -0.648
O -0.6748 -0.3611 3.3826 0.741 0.720 -5.121
H -3.6859 -1.3547 -0.5890 -0.268 0.739 0.340
H 1.4332 4.2507 -4.3780 -0.744 -0.384 0.446
O 4.2852 0.8021 0.8871 -2.371 0.018 -0.036
C -2.3300 0.7745 -2.4642 -0.150 -0.145 -0.220
H 1.5765 -4.1699 0.5623 -0.093 0.594 0.155
O 0.7572 2.5778 2.0949 0.275 -0.130 -0.440
H 3.4015 -0.3509 5.5356 -0.101 -0.024 0.115
C -0.7021 3.7874 -4.1644 -0.045 -0.160 0.135
H 2.7153 2.4362 -1.8725 0.032 -0.071 -0.581
H -1.8110 -3.0839 0.8446 0.178 -0.315 -0.472
H -2.0939 -0.2575 -2.7880 -0.287 0.438 0.077
H 1.0738 -3.0100 1.8709 0.280 -0.193 -0.513
C 3.1866 0.1533 3.4622 0.040 0.489 0.988
C 4.1756 -1.3158 -3.3325 -0.238 0.085 0.168
C 3.1545 -2.1593 -2.8389 -0.100 0.237 0.177
C 0.6662 3.5673 -3.9562 0.078 0.263 -0.146
H 2.3957 -2.5531 0.7398 -0.512 -0.318 -0.019
H -3.6797 -0.4862 1.0171 -0.283 0.076 -0.749
N 0.4870 0.2640 -2.3858 -0.352 -0.749 0.358
C -2.7673 2.4255 -0.0663 -0.265 0.080 0.054
H 1.0761 -3.6057 -2.1317 -0.214 0.439 -0.019
H -2.9479 2.3945 1.0290 -0.048 0.171 -0.678
C -3.7828 -0.3676 -0.0847 -0.391 0.039 -0.049
H 1.2060 2.5946 1.2375 0.058 0.200 0.003
C 0.7847 -2.5444 -2.0225 -0.056 0.314 0.007
H 3.9771 -0.4847 3.0852 0.035 -0.032 0.265
C -1.6755 2.8973 -3.6594 0.219 0.280 0.095
H -0.0995 -2.3259 -2.6534 0.369 -0.288 0.254
H -1.8832 3.0660 -0.2732 -0.604 -0.413 0.024
H -1.1246 -4.3911 -0.2136 -0.210 0.589 0.008
```
Positions in Å, forces in eV/Å.

natural (NBO) population analysis, charges in e, atoms 1 to 2: C -0.042; H 0.246